10
Properties=species:S:1:pos:R:3:forces:R:3:lowdin_charge:R:1 method="wB97M-V/def2-TZVPD" spin_multiplicity=1 total_energy_ha=-309.33522 total_charge=0 relative_energy_kj_mol=227.4
C -1.523887 0.047870 0.505508 0.897 0.382 -1.568 -0.08
C 0.134397 0.187824 -0.424374 3.397 -2.025 0.561 -0.32
C 1.330929 0.239979 -1.031999 0.124 0.529 -0.961 -0.06
C -0.132769 -0.404205 0.982125 -1.784 2.821 -1.213 -0.05
N -1.209951 0.370770 -0.718135 -0.849 0.591 0.440 0.13
F 1.455309 0.654663 -2.332718 -0.356 -0.029 0.529 -0.02
H -2.525017 0.152031 0.827329 -0.894 -0.315 0.861 0.09
H 2.376609 0.050875 -0.672232 -1.600 -0.049 0.316 0.13
H 0.273508 0.137464 1.803003 0.403 0.074 0.804 0.09
H -0.179128 -1.437272 1.061493 0.662 -1.980 0.231 0.08



15
Properties=species:S:1:pos:R:3:forces:R:3:lowdin_charge:R:1 method="wB97M-V/def2-TZVPD" spin_multiplicity=1 total_energy_ha=-1175.00032 total_charge=0 relative_energy_kj_mol=405.1
C 1.097776 0.537038 0.749923 2.117 0.994 2.664 -0.47
C -0.200416 1.240176 0.959232 -0.458 1.656 -2.766 -0.03
N 2.121147 0.673136 1.516185 -0.467 -2.103 -3.167 0.15
O 1.337817 -0.271377 -0.334897 -1.046 0.097 0.586 -0.05
O -2.141039 -1.201429 -0.046051 0.065 1.019 0.724 -0.10
O 0.634599 -2.065910 -2.413635 0.013 0.328 0.010 -0.32
O -1.141579 -1.953834 -0.697874 0.623 0.673 -1.230 -0.29
P -0.299551 -1.084243 -1.880103 -1.094 -0.102 0.235 0.28
S -1.013160 0.593922 -2.533665 0.522 -1.454 0.734 0.33
H -0.253556 2.019972 0.118980 -0.012 -1.001 0.874 0.10
H -1.084718 0.654255 0.797363 -0.219 -0.597 -0.048 0.04
H -0.354462 1.847285 1.842690 0.761 -0.432 0.501 0.08
H 2.090056 1.321728 2.228678 -0.715 1.472 1.865 0.02
H -2.985828 -1.629424 -0.219277 0.084 -0.554 -0.520 0.11
H 2.192913 -0.681296 -0.087547 -0.176 0.005 -0.461 0.14



| no. | LUMO (eV) | Kohn-Sham gap (Ha) |
| --- | --- | --- |
| 1 | 0.72 | 0.3650 |
| 2 | 0.12 | 0.3747 |